(1)
Molecular formula: C31H52IrN2O3P2
Method: DFT, wB97M-V/def2-TZVPD

- HOMO energy (alpha / beta) (eV) = -7.8557 / -10.7759
- <S²> = 6.02
- E_LUMO (alpha / beta) (eV) = -3.0 / -5.9

ORCA input file:
```
! RIJCOSX wB97M-V def2-TZVPD def2/J DEFGRID3
* xyz 1 5
Ir -1.414 1.299 -0.541
C -1.466 2.841 -2.217
C -2.427 3.157 -1.190
C -0.301 3.266 -0.252
C -0.158 2.915 -1.637
C -1.700 3.440 0.022
C -1.756 2.568 -3.654
H -2.768 2.184 -3.787
H -1.042 1.846 -4.057
H -1.667 3.485 -4.249
C 1.140 2.721 -2.328
H 1.011 2.240 -3.301
H 1.821 2.124 -1.701
H 1.625 3.695 -2.476
C 0.814 3.533 0.692
H 0.954 4.618 0.789
H 1.742 3.088 0.318
H 0.612 3.139 1.690
C -2.271 3.916 1.314
H -2.307 5.013 1.343
H -1.648 3.585 2.150
H -3.285 3.537 1.454
C -3.900 3.300 -1.362
H -4.148 4.349 -1.558
H -4.424 2.985 -0.455
H -4.248 2.694 -2.201
C -1.681 -3.755 -0.875
C -2.705 -3.443 -1.690
C -4.156 -3.601 -1.356
C -4.540 -3.462 0.142
C -3.830 -2.393 0.909
C -2.792 -2.663 1.730
C -2.001 -3.946 1.722
C -1.799 -4.633 0.334
H -4.514 -4.587 -1.710
H -4.411 -4.438 0.635
H -4.742 -2.868 -1.931
H -2.611 -5.358 0.180
H -0.655 -3.491 -1.157
H -2.508 -3.240 -2.750
H -0.866 -5.221 0.400
H -1.005 -3.752 2.154
H -2.543 -2.017 2.579
H -2.467 -4.680 2.403
H -5.622 -3.242 0.182
H -4.310 -1.414 0.885
P -0.985 -0.690 -1.494
C 0.571 -0.880 -2.340
C -2.512 -0.659 -2.466
P -1.304 0.130 1.383
C -0.780 -1.255 0.246
C -2.889 0.516 2.162
C 0.095 0.431 2.460
H 1.395 -0.716 -1.622
H 0.628 -0.140 -3.148
H 0.637 -1.894 -2.756
H -3.339 -1.136 -1.936
H -2.325 -1.170 -3.414
H -2.805 0.378 -2.671
H 0.052 -0.253 3.319
H 0.048 1.470 2.810
H 1.027 0.258 1.898
H 0.241 -1.610 0.454
H -1.497 -2.056 0.402
H -2.709 1.246 2.961
H -3.408 -0.343 2.588
H -3.554 0.980 1.421
C 5.058 -1.931 -0.725
C 4.811 -1.641 0.745
C 4.541 -0.146 1.057
C 4.198 0.069 2.554
C 5.259 -0.372 3.550
C 5.768 0.691 0.660
O 6.928 0.310 0.752
N 5.484 1.959 0.213
C 4.253 2.455 -0.264
O 4.182 3.623 -0.619
N 3.230 1.549 -0.300
C 3.314 0.347 0.246
O 2.347 -0.464 0.175
H 4.182 -1.667 -1.326
H 5.243 -3.001 -0.852
H 5.931 -1.384 -1.096
H 3.930 -2.206 1.085
H 5.683 -1.961 1.331
H 3.972 1.139 2.692
H 3.261 -0.474 2.745
H 6.124 0.300 3.522
H 4.830 -0.328 4.556
H 5.592 -1.397 3.358
H 6.263 2.591 0.089
*
```

(2)
Molecular formula: C31H53BrHgNP3
Method: DFT, wB97M-V/def2-TZVPD

- HOMO energy (alpha / beta) (eV) = -12.1209 / -12.1106
- E_LUMO (alpha / beta) (eV) = -8.5 / -9.3

ORCA input file:
```
! RIJCOSX wB97M-V def2-TZVPD def2/J DEFGRID3
* xyz 2 1
C -0.819 5.473 -4.337
C -1.026 4.218 -4.959
C -1.228 4.236 -6.351
C -1.097 5.438 -7.050
N -0.848 6.604 -6.451
C -0.703 6.623 -5.122
C -1.072 2.984 -4.194
C -1.363 2.472 -3.042
C -1.841 2.498 -1.689
C -0.877 2.240 -0.690
C -1.240 1.525 0.444
C -2.606 1.275 0.669
C -3.584 1.854 -0.157
C -3.207 2.429 -1.359
Hg -0.482 0.739 -3.958
P 2.187 -1.832 0.280
H -1.523 3.331 -6.876
H -0.779 5.553 -3.252
H -1.205 5.474 -8.141
H -0.496 7.599 -4.665
H -3.946 2.730 -2.110
H 0.160 2.490 -0.905
H -4.631 1.757 0.100
H -0.479 1.107 1.095
C 2.294 -3.406 1.248
C 3.384 -4.416 0.915
H 1.307 -3.872 1.111
H 2.360 -3.118 2.306
H 3.355 -5.237 1.640
H 3.245 -4.868 -0.075
H 4.393 -3.995 0.961
C 3.144 -2.199 -1.260
C 3.527 -0.953 -2.061
H 2.507 -2.855 -1.879
H 4.037 -2.775 -0.986
H 3.635 -1.214 -3.120
H 2.773 -0.163 -1.985
H 4.490 -0.530 -1.748
C 3.356 -0.768 1.241
C 4.809 -1.216 1.293
H 2.938 -0.707 2.260
H 3.279 0.240 0.804
H 5.408 -0.444 1.789
H 4.949 -2.133 1.874
H 5.245 -1.365 0.299
Br -3.166 0.007 1.908
P -2.113 -3.037 -2.109
C -0.298 -3.359 -2.072
C -0.069 -4.864 -2.270
H 0.077 -3.037 -1.086
H 0.197 -2.754 -2.846
H 0.999 -5.105 -2.290
H -0.527 -5.445 -1.461
H -0.507 -5.215 -3.216
C -2.513 -3.005 -0.309
C -3.937 -3.475 0.001
H -2.330 -1.979 0.044
H -1.785 -3.674 0.174
H -4.138 -3.372 1.073
H -4.708 -2.905 -0.530
H -4.033 -4.534 -0.261
C -2.488 -1.323 -2.532
C -3.209 -1.313 -3.884
H -1.492 -0.850 -2.550
H -3.082 -0.834 -1.744
H -3.548 -0.303 -4.145
H -2.548 -1.665 -4.693
H -4.074 -1.993 -3.865
C -2.200 1.133 5.142
C -1.085 1.906 4.440
P 0.188 0.813 3.673
C 1.547 2.008 3.278
C 2.012 2.978 4.360
C 0.846 -0.160 5.103
C 0.943 0.500 6.470
H -2.621 0.367 4.478
H -3.013 1.824 5.390
H -1.875 0.651 6.069
H -1.518 2.468 3.598
H -0.595 2.619 5.116
H 2.394 1.411 2.905
H 1.160 2.581 2.420
H 2.642 2.499 5.116
H 2.616 3.763 3.888
H 1.176 3.476 4.861
H 0.178 -1.036 5.159
H 1.833 -0.531 4.783
H -0.001 0.945 6.799
H 1.212 -0.270 7.203
H 1.722 1.266 6.509
*
```

(3)
Molecular formula: C31H53BrNP3Sr
Method: DFT, wB97M-V/def2-TZVPD

- HOMO energy (eV) = -12.0342
- E_LUMO (eV) = -6.6

ORCA input file:
```
! RIJCOSX wB97M-V def2-TZVPD def2/J DEFGRID3
* xyz 2 1
C -0.797 7.156 -5.841
C -1.050 5.779 -6.035
C -1.277 5.321 -7.351
C -1.240 6.241 -8.405
N -1.001 7.522 -8.179
C -0.780 8.000 -6.963
C -1.053 4.837 -4.949
C -0.941 3.975 -4.082
C -0.384 3.044 -3.171
C 0.694 3.297 -2.333
C 1.311 2.228 -1.685
C 1.034 0.872 -2.038
C 0.024 0.684 -3.013
C -0.892 1.717 -3.271
Sr -2.095 0.746 -1.161
P 1.901 -0.758 -1.648
H -1.503 4.280 -7.567
H -0.641 7.591 -4.858
H -1.420 5.922 -9.435
H -0.599 9.074 -6.867
H -1.827 1.543 -3.828
H 0.966 4.363 -2.209
H 0.011 -0.204 -3.625
H 2.005 2.449 -0.867
C 1.972 -2.233 -0.550
C 2.825 -3.425 -1.065
H 0.955 -2.565 -0.301
H 2.391 -1.926 0.424
H 3.009 -4.183 -0.281
H 2.342 -3.957 -1.901
H 3.818 -3.070 -1.382
C 2.291 -1.405 -3.327
C 3.120 -0.399 -4.120
H 1.318 -1.609 -3.802
H 2.799 -2.394 -3.309
H 3.060 -0.576 -5.200
H 2.822 0.645 -3.968
H 4.170 -0.519 -3.821
C 3.365 0.142 -1.010
C 4.666 -0.624 -0.846
H 3.009 0.492 -0.029
H 3.497 1.024 -1.642
H 5.467 0.037 -0.472
H 4.514 -1.428 -0.112
H 5.037 -1.066 -1.784
Br -0.989 -1.038 0.738
P -2.551 -2.994 -3.713
C -0.731 -3.315 -3.713
C -0.379 -4.746 -4.153
H -0.327 -3.101 -2.707
H -0.309 -2.605 -4.441
H 0.683 -4.820 -4.423
H -0.559 -5.483 -3.360
H -0.962 -5.052 -5.034
C -3.008 -2.560 -1.970
C -4.254 -3.406 -1.636
H -3.280 -1.476 -1.922
H -2.158 -2.786 -1.295
H -4.396 -3.506 -0.555
H -5.157 -2.939 -2.051
H -4.202 -4.421 -2.064
C -2.715 -1.408 -4.617
C -2.982 -1.646 -6.108
H -1.799 -0.823 -4.457
H -3.570 -0.878 -4.165
H -3.337 -0.728 -6.586
H -2.085 -1.958 -6.655
H -3.756 -2.405 -6.279
C -1.940 2.873 1.091
C -0.446 3.030 1.458
P 0.331 1.425 1.980
C 2.092 1.870 2.238
C 2.344 3.023 3.213
C -0.205 1.178 3.732
C 0.680 0.230 4.540
H -2.137 2.907 -0.019
H -2.511 3.747 1.451
H -2.425 1.996 1.577
H 0.130 3.353 0.572
H -0.309 3.812 2.222
H 2.621 0.946 2.558
H 2.493 2.124 1.237
H 2.060 2.787 4.244
H 3.415 3.260 3.205
H 1.799 3.921 2.909
H -0.257 2.172 4.195
H -1.211 0.748 3.644
H 1.725 0.568 4.620
H 0.288 0.169 5.567
H 0.671 -0.786 4.120
*
```

| no. | maximum force (eV/Å) | E (eV) |
| --- | --- | --- |
| 1 | 2.45 | -63518.049 |
| 2 | 5.25 | -136559.697 |
| 3 | 3.86 | -133225.155 |